DFT (ωB97M-V with the def2-TZVPD basis set) results for a 14-piece molecular cluster, C45H91N13O11 overall in a non-equilibrium geometry.

Positions of all 160 atoms, in Å:
C: 5.433 -4.564 2.399
C: 5.030 -5.640 1.433
O: 5.708 -6.625 1.100
C: 3.696 -5.401 0.922
H: 6.476 -4.688 2.692
H: 4.770 -4.449 3.256
H: 5.396 -3.677 1.766
H: 3.445 -6.265 0.307
H: 3.696 -4.475 0.347
H: 2.927 -5.184 1.664
C: -3.136 5.086 1.489
C: -2.365 5.874 0.505
O: -1.144 5.940 0.652
N: -3.104 6.364 -0.472
C: -2.477 7.137 -1.507
H: -2.931 5.511 2.471
H: -2.786 4.054 1.446
H: -4.200 5.180 1.274
H: -4.095 6.205 -0.586
H: -2.833 8.113 -1.837
H: -2.611 6.477 -2.365
H: -1.417 7.313 -1.324
C: 9.825 3.129 2.532
C: 8.273 3.096 2.889
O: 7.806 3.874 3.678
N: 7.666 2.113 2.208
C: 6.241 1.779 2.437
H: 9.930 3.222 1.451
H: 10.382 2.281 2.932
H: 10.217 4.043 2.977
H: 8.215 1.498 1.625
H: 5.903 2.071 3.431
H: 6.035 0.723 2.261
H: 5.603 2.422 1.831
C: 1.919 4.863 4.851
C: 1.261 5.783 5.781
O: 1.374 5.702 6.992
N: 0.544 6.717 5.160
C: -0.170 7.777 5.880
H: 2.955 5.095 4.601
H: 1.493 4.608 3.881
H: 1.980 3.900 5.359
H: 0.369 6.682 4.166
H: -1.179 7.424 6.091
H: -0.151 8.643 5.218
H: 0.369 8.016 6.797
C: -0.484 -10.109 1.290
C: -0.957 -8.665 1.077
O: -1.106 -8.164 -0.084
N: -1.159 -7.973 2.216
C: -1.539 -6.592 2.220
H: -1.276 -10.848 1.165
H: 0.083 -10.204 2.216
H: 0.190 -10.150 0.435
H: -0.831 -8.328 3.102
H: -1.774 -6.239 1.216
H: -0.751 -5.964 2.634
H: -2.384 -6.459 2.896
C: -6.965 -1.056 3.471
C: -5.672 -0.790 4.186
O: -4.569 -1.309 3.821
N: -5.713 -0.006 5.289
C: -4.580 0.392 6.057
H: -7.015 -2.087 3.121
H: -6.932 -0.360 2.633
H: -7.861 -0.845 4.055
H: -6.618 0.298 5.620
H: -4.831 0.939 6.966
H: -3.893 1.013 5.483
H: -4.033 -0.464 6.453
C: -6.635 -2.419 -3.082
C: -5.311 -3.050 -2.698
O: -4.338 -2.650 -3.271
N: -5.168 -4.013 -1.731
C: -6.249 -4.814 -1.118
H: -7.252 -3.304 -3.241
H: -6.677 -1.852 -4.012
H: -7.140 -1.907 -2.262
H: -4.224 -4.344 -1.588
H: -7.066 -4.159 -0.815
H: -5.858 -5.253 -0.201
H: -6.683 -5.539 -1.807
C: -6.823 3.884 -2.788
C: -6.774 5.391 -3.257
O: -7.080 6.324 -2.475
N: -6.343 5.602 -4.546
C: -6.304 6.870 -5.215
H: -5.871 3.485 -2.437
H: -7.267 3.240 -3.547
H: -7.323 3.907 -1.820
H: -5.986 4.811 -5.061
H: -7.073 7.551 -4.850
H: -6.445 6.581 -6.257
H: -5.316 7.328 -5.159
C: 0.593 -1.819 -6.694
C: 1.109 -2.893 -5.799
O: 2.070 -3.497 -6.200
N: 0.494 -3.184 -4.685
C: 0.778 -4.320 -3.830
H: 1.037 -0.874 -6.382
H: -0.490 -1.702 -6.683
H: 0.807 -2.126 -7.718
H: -0.383 -2.746 -4.442
H: 0.389 -5.245 -4.256
H: 0.501 -4.182 -2.785
H: 1.860 -4.452 -3.810
C: 9.798 -0.223 -2.828
C: 8.510 -0.554 -2.180
O: 8.510 -1.012 -1.032
N: 7.417 -0.479 -2.916
C: 6.066 -0.750 -2.455
H: 10.226 -1.142 -3.228
H: 10.371 0.218 -2.012
H: 9.799 0.493 -3.650
H: 7.604 -0.425 -3.907
H: 5.285 -0.424 -3.142
H: 5.942 -0.193 -1.527
H: 5.998 -1.818 -2.246
C: -0.893 0.131 0.028
C: 0.163 -0.226 1.061
O: 1.366 -0.314 0.744
N: -0.253 -0.582 2.301
C: 0.586 -0.973 3.411
H: -0.918 1.189 -0.236
H: -1.918 -0.005 0.372
H: -0.611 -0.530 -0.792
H: -1.248 -0.739 2.372
H: 0.504 -2.050 3.557
H: 0.153 -0.545 4.315
H: 1.621 -0.644 3.322
N: 0.238 -7.117 6.825
C: 1.486 -6.947 6.308
C: 1.964 -8.167 5.822
C: 0.956 -9.133 6.057
C: -0.121 -8.420 6.650
H: -0.257 -6.380 7.305
H: 1.994 -5.998 6.397
H: 2.915 -8.342 5.341
H: 1.031 -10.188 5.839
H: -1.050 -8.704 7.122
N: 2.466 5.201 -2.577
C: 3.186 6.164 -3.278
C: 3.689 5.564 -4.408
C: 3.402 4.206 -4.359
C: 2.591 4.003 -3.234
H: 1.886 5.285 -1.754
H: 3.435 7.121 -2.844
H: 4.206 6.049 -5.223
H: 3.662 3.477 -5.112
H: 2.096 3.080 -2.971
N: -2.812 4.170 -7.509
C: -2.137 3.637 -6.471
C: -2.827 2.585 -5.922
C: -3.991 2.456 -6.719
C: -3.948 3.465 -7.671
H: -2.456 4.928 -8.073
H: -1.150 4.004 -6.234
H: -2.419 1.889 -5.204
H: -4.749 1.699 -6.584
H: -4.591 3.602 -8.527

Calculated values
**Total energy**: -3308.71456 Eh
**Highest occupied orbital energy**: -0.2967 Eh
**Orbital gap**: 7.930 eV



DFT (ωB97M-V with the def2-TZVPD basis set) results for C19H25KN6O5 as an isolated structure.

Positions of all 56 atoms, in Å:
K: 0.959 -0.181 -0.052
O: 1.064 -2.294 -1.797
C: 1.797 -3.388 -1.277
C: 1.335 -3.797 0.111
N: 1.456 -2.723 1.072
C: 0.308 -2.598 1.960
C: -1.063 -2.293 1.254
O: -2.073 -2.590 1.892
O: -1.021 -1.771 0.095
C: 2.792 -2.571 1.645
C: 3.482 -1.212 1.356
O: 4.604 -1.227 0.804
O: 2.811 -0.195 1.664
H: 0.239 -2.212 -1.269
H: 2.856 -3.106 -1.235
H: 1.704 -4.256 -1.946
H: 1.904 -4.692 0.423
H: 0.285 -4.092 0.056
H: 0.511 -1.782 2.658
H: 0.150 -3.509 2.558
H: 3.445 -3.351 1.245
H: 2.751 -2.691 2.736
C: 6.001 -2.329 -2.186
C: 4.988 -1.239 -2.507
C: 4.677 -1.165 -3.995
C: 5.486 0.094 -1.948
N: 4.428 1.093 -1.929
C: 3.589 1.300 -0.905
N: 2.668 2.147 -1.293
N: 2.970 2.473 -2.567
N: 4.018 1.838 -2.959
H: 5.654 -3.300 -2.543
H: 6.151 -2.395 -1.107
H: 6.966 -2.132 -2.665
H: 4.074 -1.467 -1.950
H: 5.586 -0.949 -4.566
H: 3.951 -0.385 -4.222
H: 4.275 -2.114 -4.356
H: 6.336 0.497 -2.502
H: 5.762 -0.049 -0.903
H: 3.672 0.792 0.047
C: -1.753 3.287 -1.624
C: -2.278 4.396 -2.215
C: -1.567 5.660 -2.304
C: -2.098 6.766 -2.890
C: -3.398 6.769 -3.465
C: -4.117 5.546 -3.401
C: -3.598 4.431 -2.820
C: -3.940 7.915 -4.065
N: -4.390 8.864 -4.563
H: -2.318 2.365 -1.572
H: -0.766 3.319 -1.178
H: -0.565 5.717 -1.892
H: -1.505 7.675 -2.921
H: -5.113 5.493 -3.832
H: -4.193 3.523 -2.804

Calculated values
**Total energy**: -2043.77645 Eh
**Highest occupied orbital energy**: -0.0177 Eh
**Orbital gap**: 4.281 eV
**Net charge**: -2
**Relative energy (zero: lowest compared OMol25 entry of this formula, charge and spin)**: 0.0 kJ/mol



DFT (ωB97M-V with the def2-TZVPD basis set) results for an isolated ion of composition C6H10NOS and charge +1 in a non-equilibrium geometry.

Positions of all 19 atoms, in Å:
C: 2.367 -0.869 0.286
C: 2.576 1.755 0.137
C: 1.039 -0.699 0.537
C: 0.219 -1.935 0.930
C: -0.832 1.342 -1.374
C: -0.813 0.863 0.081
N: 0.487 0.424 0.379
O: -1.163 1.866 1.037
S: 3.357 0.412 -0.114
H: 2.918 -1.759 0.283
H: 2.380 2.729 -0.066
H: -0.222 -1.706 1.817
H: -0.527 -1.933 0.112
H: 0.824 -2.883 0.972
H: -1.640 2.094 -1.543
H: -0.922 0.480 -2.092
H: 0.125 1.772 -1.561
H: -1.591 0.034 0.315
H: -0.957 2.721 0.671

Calculated values
**Total energy**: -762.33842 Eh
**Highest occupied orbital energy (spin up / spin down)**: -0.4960 / -0.4947 Eh
**Orbital gap (spin up / spin down)**: 7.324 / 6.695 eV
**Net charge**: +1
**Relative energy (zero: lowest compared OMol25 entry of this formula, charge and spin)**: 539.0 kJ/mol



DFT (ωB97M-V with the def2-TZVPD basis set) results for C38H45BF6N4O7PdS6SbTe as an isolated structure in a non-equilibrium geometry.

Positions of all 110 atoms, in Å:
Pd: -0.074 -1.900 2.043
F: -1.600 -3.542 1.741
Sb: -3.635 -3.122 2.332
F: -5.574 -3.308 2.159
F: -3.878 -2.147 0.591
F: -4.348 -2.164 3.970
F: -3.737 -4.719 1.171
F: -3.106 -4.405 3.714
C: -1.377 -2.472 5.353
S: -0.013 -1.292 5.095
C: 1.318 -2.422 5.355
C: 1.801 -3.304 4.443
S: 1.400 -3.510 2.788
S: 3.043 -4.399 5.048
C: 3.119 -3.790 6.681
S: 4.127 -4.392 7.816
S: 2.017 -2.473 6.964
H: -2.289 -1.966 5.059
H: -1.412 -2.738 6.404
H: -1.222 -3.349 4.733
C: 0.751 -1.322 -6.005
C: -0.240 -2.347 -5.502
S: 0.736 -3.727 -4.802
O: 1.618 -3.183 -3.808
O: 1.329 -4.444 -5.895
C: -0.548 -4.818 -4.045
C: -0.197 -5.414 -2.680
N: 0.367 -4.457 -1.763
C: -0.312 -3.499 -1.096
N: 0.501 -2.755 -0.356
C: 1.744 -3.228 -0.548
C: 1.699 -4.293 -1.426
N: 2.772 -5.061 -1.878
O: 3.887 -4.687 -1.572
O: 2.545 -6.078 -2.520
C: -1.767 -3.305 -1.151
H: 0.243 -0.453 -6.416
H: 1.377 -1.765 -6.775
H: 1.394 -1.008 -5.186
H: -0.843 -2.763 -6.304
H: -0.871 -1.951 -4.710
H: -0.692 -5.615 -4.769
H: -1.445 -4.205 -4.001
H: 0.534 -6.215 -2.804
H: -1.107 -5.825 -2.225
H: 2.597 -2.801 -0.061
H: -2.259 -4.028 -0.493
H: -2.175 -3.431 -2.149
H: -2.003 -2.315 -0.762
C: -3.361 0.477 1.574
C: -2.206 -0.450 1.809
O: -2.335 -1.373 2.701
N: -1.063 -0.331 1.233
Te: 0.005 1.608 0.717
C: 0.536 3.811 0.836
C: 0.236 4.605 1.940
C: -0.606 4.113 3.083
C: 0.701 5.915 1.989
C: 1.468 6.447 0.968
C: 1.963 7.860 1.037
C: 1.784 5.635 -0.111
C: 1.337 4.326 -0.187
C: 1.730 3.478 -1.354
C: -1.197 1.863 -1.039
C: -2.225 2.796 -1.139
C: -2.563 3.698 0.007
C: -2.952 2.882 -2.322
C: -2.673 2.067 -3.407
C: -3.449 2.193 -4.685
C: -1.656 1.127 -3.281
C: -0.920 1.008 -2.113
C: 0.169 -0.012 -1.981
H: -4.286 -0.065 1.761
H: -3.357 0.872 0.562
H: -3.288 1.292 2.295
H: -0.677 3.021 3.071
H: -1.609 4.537 3.020
H: -0.184 4.432 4.035
H: 0.446 6.536 2.837
H: 1.356 8.450 1.719
H: 1.937 8.329 0.056
H: 2.994 7.875 1.391
H: 2.393 6.035 -0.911
H: 2.407 4.015 -2.012
H: 0.851 3.186 -1.924
H: 2.228 2.573 -1.004
H: -2.346 3.185 0.945
H: -3.613 3.979 -0.015
H: -1.958 4.605 -0.035
H: -3.761 3.596 -2.389
H: -4.274 2.892 -4.576
H: -3.858 1.231 -4.991
H: -2.804 2.551 -5.488
H: -1.442 0.477 -4.118
H: 0.184 -0.699 -2.824
H: 0.034 -0.589 -1.061
H: 1.142 0.484 -1.928
O: 1.470 0.576 2.929
B: 1.359 -0.569 2.130
O: 2.391 -0.594 1.205
C: 3.122 0.534 1.403
C: 4.227 0.999 0.721
C: 4.741 2.226 1.115
C: 4.168 2.948 2.152
C: 3.064 2.478 2.848
C: 2.554 1.256 2.459
H: 4.666 0.428 -0.081
H: 5.598 2.634 0.599
H: 4.588 3.907 2.411
H: 2.618 3.039 3.652

Calculated values
**Expectation value of S²**: 2.010
**Total energy**: -5870.18851 Eh
**Highest occupied orbital energy (spin up / spin down)**: -0.1963 / -0.1968 Eh
**Orbital gap (spin up / spin down)**: 6.920 / 5.030 eV
**Multiplicity**: 3
**Net charge**: -1
**Relative energy (zero: lowest compared OMol25 entry of this formula, charge and spin)**: 256.4 kJ/mol



DFT (ωB97M-V with the def2-TZVPD basis set) results for a 2-piece molecular cluster, C26H41FN5O4S2 overall in a non-equilibrium geometry.

Positions of all 79 atoms, in Å:
C: -0.497 1.472 -4.047
C: -0.577 2.834 -3.205
N: -1.826 3.003 -2.390
N: -2.247 1.826 -1.791
C: -3.375 1.137 -2.407
N: -3.626 -0.026 -1.602
C: -4.739 -0.897 -2.084
C: -4.057 -1.982 -3.099
F: -4.514 -1.826 -4.457
C: -2.729 -0.120 -0.464
C: -2.776 -1.280 0.659
C: -4.176 -1.028 1.465
C: -4.294 -1.877 2.821
C: -3.099 -1.647 3.872
N: -3.059 -0.211 4.253
C: -1.962 0.586 3.749
C: -2.004 2.059 4.218
C: -3.305 2.031 5.091
C: -3.938 0.599 5.073
C: -1.793 1.101 -0.615
C: -0.566 1.500 0.328
C: 0.645 0.426 0.078
C: 1.609 0.922 -1.108
S: 3.386 0.397 -0.949
C: 3.631 -0.822 0.423
S: 4.048 -0.177 1.935
N: 3.512 -2.293 0.229
C: 2.904 -2.612 -1.098
C: 2.615 -4.174 -1.350
O: 2.080 -4.894 -0.213
C: 2.732 -4.526 1.023
C: 2.623 -2.915 1.257
H: 0.421 1.475 -4.748
H: -1.431 1.456 -4.732
H: -0.534 0.568 -3.352
H: -0.581 3.694 -3.982
H: 0.379 3.020 -2.576
H: -1.561 3.648 -1.619
H: -3.946 1.433 -3.356
H: -5.257 -1.508 -1.274
H: -5.488 -0.225 -2.624
H: -2.913 -1.810 -3.127
H: -4.213 -3.062 -2.717
H: -2.898 -2.273 0.080
H: -1.876 -1.268 1.356
H: -5.092 -1.272 0.822
H: -4.260 0.101 1.709
H: -4.486 -3.000 2.614
H: -5.261 -1.511 3.346
H: -2.130 -2.019 3.397
H: -3.322 -2.285 4.811
H: -1.220 0.043 3.060
H: -1.279 2.894 3.960
H: -3.695 2.963 5.618
H: -4.882 0.247 5.595
H: -0.217 2.577 0.091
H: -0.868 1.527 1.446
H: 0.114 -0.526 -0.310
H: 1.170 0.191 1.063
H: 1.235 0.524 -2.124
H: 1.594 2.066 -1.099
H: 1.916 -2.050 -1.269
H: 3.662 -2.286 -1.905
H: 3.544 -4.667 -1.821
H: 1.799 -4.223 -2.169
H: 2.112 -4.987 1.885
H: 3.822 -4.860 1.109
H: 1.547 -2.538 1.041
H: 2.944 -2.743 2.338
C: 7.342 2.486 -0.490
C: 6.252 3.271 -1.154
O: 6.375 4.556 -0.564
C: 7.658 4.671 -0.118
O: 8.146 5.688 0.281
O: 8.312 3.478 -0.187
H: 7.761 1.719 -1.143
H: 7.012 2.017 0.442
H: 6.402 3.363 -2.235
H: 5.262 2.851 -0.968

Calculated values
**Total energy**: -2485.69324 Eh
**Highest occupied orbital energy**: -0.3822 Eh
**Orbital gap**: 7.069 eV
**Net charge**: +1



DFT (ωB97M-V with the def2-TZVPD basis set) results for one molecule with the formula C5H11ClN2 in a non-equilibrium geometry.

Positions of all 19 atoms, in Å:
C: 1.519 -0.310 1.568
C: 0.589 -0.383 0.422
Cl: 1.662 -0.125 -1.025
C: -0.455 -1.438 0.116
C: -1.426 -0.307 -0.442
N: -2.831 -0.199 -0.136
C: -0.564 0.700 0.383
N: -0.344 2.084 0.062
H: 2.433 -0.947 1.288
H: 0.917 -0.576 2.527
H: 1.915 0.751 1.643
H: -0.800 -1.994 0.931
H: -0.147 -2.192 -0.618
H: -1.244 0.006 -1.544
H: -3.009 -0.318 0.812
H: -3.424 -0.873 -0.641
H: -0.975 0.686 1.387
H: 0.015 2.267 -0.857
H: 0.303 2.537 0.727

Calculated values
**Total energy**: -766.78049 Eh
**SMILES**: C[C@@]1(Cl)C[C@@H](N)[C@@H]1N
**Highest occupied orbital energy**: -0.3341 Eh
**Orbital gap**: 9.961 eV
**Relative energy (zero: lowest compared OMol25 entry of this formula, charge and spin)**: 70.7 kJ/mol



> What is the formula in the third record?

C6H10NOS